No. 1
The following is a DFT calculation (wB97M-V/def2-TZVPD) of 2 unconnected molecules or ions with the total composition C7H13F.

```
! RIJCOSX wB97M-V def2-TZVPD def2/J DEFGRID3
* xyz 0 1
C -1.688 1.666 1.405
C -1.498 1.841 -0.064
C -1.394 0.441 0.555
C -0.117 -1.748 0.962
C 2.468 -0.635 -1.379
C -0.079 -0.300 0.720
C 1.050 -0.305 -1.638
F 0.792 0.927 -2.064
H -0.928 1.786 2.155
H -2.691 1.651 1.896
H -2.378 2.010 -0.646
H -0.605 2.322 -0.316
H -2.271 -0.178 0.343
H 0.618 -2.223 0.246
H 0.261 -2.047 1.947
H -1.162 -2.185 0.832
H 2.513 -0.565 -0.266
H 3.213 -0.027 -1.847
H 2.681 -1.689 -1.617
H 0.716 0.336 1.039
H 0.498 -1.078 -2.263
*
```

The value obtained for the max |F| is 0.0595 Eh/bohr. The energy above the lowest of the compared OMol25 structures with the same formula, charge and spin is 4.201 eV.

Results of the natural (NBO) charge analysis, in e, for atoms 1 through 5: -0.421, -0.400, -0.277, -0.674, -0.726


No. 2
The following is a DFT calculation (wB97M-V/def2-TZVPD) of a molecular structure, C16H28ClMgN4O4.

```
! RIJCOSX wB97M-V def2-TZVPD def2/J DEFGRID3
* xyz 1 1
Mg -22.292 -6.943 -21.363
Cl -21.656 -7.122 -18.129
O -22.602 -8.169 -17.872
O -20.341 -7.642 -18.406
O -22.098 -6.411 -19.339
O -21.595 -6.197 -17.051
C -22.893 -11.456 -18.759
C -24.286 -10.937 -18.398
C -24.971 -10.159 -19.522
C -24.053 -9.278 -20.232
N -23.334 -8.586 -20.789
H -22.723 -12.417 -18.278
H -22.113 -10.764 -18.446
H -22.791 -11.619 -19.837
H -24.211 -10.302 -17.515
H -24.962 -11.741 -18.111
H -25.812 -9.506 -19.269
H -25.347 -10.821 -20.314
C -18.689 -1.439 -18.634
C -18.509 -2.940 -18.786
C -19.728 -3.753 -18.321
C -20.955 -3.186 -18.908
N -21.880 -2.724 -19.404
H -19.016 -0.924 -19.539
H -17.742 -0.960 -18.373
H -19.375 -1.178 -17.829
H -17.660 -3.253 -18.170
H -18.215 -3.312 -19.772
H -19.874 -3.726 -17.239
H -19.687 -4.810 -18.587
C -20.073 -3.786 -25.021
C -19.661 -2.827 -23.907
C -20.480 -2.905 -22.605
C -20.872 -4.254 -22.224
N -21.220 -5.271 -21.834
H -20.353 -4.758 -24.618
H -19.288 -3.899 -25.761
H -20.935 -3.358 -25.538
H -19.632 -1.786 -24.227
H -18.616 -3.008 -23.624
H -21.414 -2.347 -22.721
H -19.933 -2.525 -21.740
C -21.068 -9.418 -14.739
C -20.273 -8.118 -14.620
C -21.046 -6.984 -13.975
C -21.356 -7.216 -12.559
N -21.614 -7.377 -11.453
H -20.410 -10.272 -14.565
H -21.481 -9.536 -15.741
H -21.868 -9.496 -14.003
H -19.816 -7.800 -15.557
H -19.381 -8.303 -14.011
H -22.002 -6.777 -14.462
H -20.493 -6.042 -14.016
*
```

The value obtained for the max |F| is 0.0446 Eh/bohr. The energy above the lowest of the compared OMol25 structures with the same formula, charge and spin is 0.000 eV.

Results of the natural (NBO) charge analysis, in e, for atoms 1 through 5: 1.847, 2.563, -0.844, -0.834, -1.034


No. 3
The following is a DFT calculation (wB97M-V/def2-TZVPD) of C2H6N2S in the gas phase.

```
! RIJCOSX wB97M-V def2-TZVPD def2/J DEFGRID3
* xyz 0 1
C -1.962 0.377 0.195
C 0.920 0.121 0.117
H -2.330 0.906 -0.722
H -2.791 -0.196 0.488
H -1.137 0.895 0.829
H 1.844 1.696 -0.274
H -0.300 1.784 -0.406
H 1.928 -1.557 0.217
N 0.733 1.510 -0.040
N 2.002 -0.639 0.073
S -0.632 -0.788 -0.140
*
```

The value obtained for the max |F| is 0.1658 Eh/bohr. The energy above the lowest of the compared OMol25 structures with the same formula, charge and spin is 2.989 eV. The SMILES is [H]/N=C(/N)SC.

Results of the natural (NBO) charge analysis, in e, for atoms 1 through 5: -0.798, 0.307, 0.212, 0.246, 0.261